Molecular formula: C39H55CrFN2O5
Method: DFT, ωB97M-V/def2-TZVPD

Last column: Löwdin charge in e.
Element x y z (Å)
Cr1 10.313 1.099 16.847  0.881
C1 11.764 7.086 20.525  -0.064
C2 12.442 5.831 21.119  -0.549
C3 11.712 5.484 22.450  -0.049
C4 13.903 6.189 21.456  -0.082
C5 12.356 4.687 20.112  -0.188
C6 11.121 4.219 19.662  0.033
C7 11.032 3.116 18.805  -0.153
N1 9.923 2.584 18.243  0.061
C8 8.656 2.910 18.404  -0.178
C9 8.071 3.715 19.400  0.030
C10 6.697 3.924 19.505  -0.173
C11 5.873 3.248 18.591  0.001
C12 6.363 2.417 17.576  -0.074
C13 7.773 2.261 17.415  -0.261
O1 8.310 1.550 16.498  -0.104
C14 5.404 1.620 16.669  -0.557
C15 5.605 0.127 16.932  -0.040
C16 3.934 1.944 16.976  -0.081
C17 5.689 1.911 15.224  -0.062
C18 6.103 4.805 20.627  -0.541
C19 5.167 5.885 20.073  -0.075
C20 7.179 5.548 21.461  -0.072
C21 5.241 3.940 21.576  -0.057
C22 12.242 2.418 18.374  -0.292
O2 12.103 1.323 17.732  -0.143
C23 13.492 2.960 18.745  -0.104
C24 13.506 3.999 19.675  0.003
C25 14.789 2.340 18.305  -0.530
C26 15.789 3.418 17.882  -0.073
C27 14.716 1.392 17.082  -0.053
C28 15.381 1.501 19.461  -0.047
H1 11.804 7.939 21.224  0.076
H2 10.702 6.929 20.320  0.064
H3 12.199 7.338 19.542  0.093
H4 11.713 6.343 23.108  0.063
H5 12.205 4.652 22.982  0.088
H6 10.664 5.203 22.257  0.071
H7 13.930 7.048 22.150  0.079
H8 14.471 6.402 20.507  0.096
H9 14.408 5.341 21.911  0.071
H10 10.269 4.802 20.037  0.084
H11 8.637 4.186 20.188  0.056
H12 4.807 3.399 18.627  0.078
H13 5.431 -0.132 17.976  0.085
H14 6.632 -0.101 16.711  0.077
H15 4.964 -0.459 16.254  0.083
H16 3.629 1.649 17.966  0.071
H17 3.290 1.465 16.248  0.072
H18 3.810 3.043 16.873  0.084
H19 6.728 1.834 14.934  0.064
H20 5.392 2.967 14.954  0.099
H21 5.147 1.167 14.557  0.099
H22 5.724 6.567 19.411  0.090
H23 4.703 6.486 20.841  0.064
H24 4.344 5.443 19.495  0.074
H25 7.852 6.148 20.828  0.083
H26 7.828 4.770 21.929  0.085
H27 6.747 6.158 22.254  0.074
H28 4.454 3.374 21.030  0.088
H29 4.832 4.556 22.373  0.070
H30 5.888 3.195 21.996  0.073
H31 14.461 4.334 20.056  0.078
H32 15.420 3.957 17.007  0.086
H33 16.756 2.912 17.588  0.089
H34 15.968 4.198 18.630  0.062
H35 14.089 1.807 16.294  0.079
H36 14.360 0.382 17.338  0.092
H37 15.727 1.268 16.671  0.071
H38 15.588 2.060 20.346  0.058
H39 16.318 1.016 19.160  0.077
H40 14.643 0.741 19.764  0.092
C29 8.849 -0.213 20.359  -0.042
C30 9.791 -0.832 19.346  -0.768
C31 9.480 -2.319 19.194  -0.047
C32 11.217 -0.673 19.862  -0.048
O3 9.659 -0.246 18.132  -0.260
H41 8.969 -0.632 21.346  0.063
H42 7.816 -0.335 20.067  0.073
H43 9.053 0.846 20.466  0.070
H44 9.455 -2.806 20.125  0.043
H45 10.284 -2.812 18.622  0.087
H46 8.540 -2.479 18.671  0.078
H47 11.386 -1.261 20.775  0.072
H48 11.478 0.379 20.087  0.080
H49 11.941 -1.002 19.111  0.083
F1 9.577 1.546 10.049  -0.024
C33 9.846 1.788 11.390  -0.293
C34 10.964 1.198 11.965  -0.023
C35 11.318 1.551 13.262  -0.067
C36 10.567 2.420 14.031  -0.325
C37 10.899 2.680 15.421  -0.149
C38 9.411 2.966 13.434  -0.050
C39 9.066 2.658 12.116  -0.053
H50 11.578 0.499 11.412  0.105
H51 12.194 1.114 13.732  0.109
H52 10.438 3.615 15.716  0.054
H53 11.988 2.628 15.611  0.056
H54 8.760 3.624 14.033  0.112
H55 8.177 3.165 11.691  0.109
O4 10.987 -1.998 14.479  -0.084
N2 10.482 -1.069 15.023  -0.259
O5 11.200 -0.213 15.645  -0.244

HOMO level (spin up / spin down)	-1.17 / -1.62	eV
total charge	-2
ΔE to the lowest compared entry with this formula, charge and spin	15.18	kJ/mol
2S+1	5
HOMO-LUMO gap (spin up / spin down)	0.1894 / 0.1985	Eh